No. 1
ORCA calculation (ωB97M-V/def2-TZVPD) on a structure of composition C33H28As2F6O2PdSSb.

```
74
C33H28As2F6O2PdSSb, DFT ωB97M-V/def2-TZVPD
Pd -0.58 -0.20 -0.74
O -3.04 -0.98 1.33
C -3.09 -0.92 0.09
O -2.30 -1.53 -0.69
C -4.00 0.09 -0.57
C -5.26 -0.20 -1.06
C -5.98 0.76 -1.75
C -5.41 2.00 -2.01
C -4.13 2.28 -1.57
C -3.42 1.35 -0.82
S -1.82 1.81 -0.22
H -5.68 -1.19 -0.90
H -6.98 0.54 -2.11
H -5.96 2.74 -2.57
H -3.66 3.23 -1.82
C 2.41 -0.09 1.12
C 1.31 0.13 2.13
As -0.46 -0.57 1.60
C -0.31 -2.47 1.77
C 0.59 -3.15 0.96
C 0.75 -4.52 1.10
C -0.01 -5.20 2.04
C -0.94 -4.52 2.82
C -1.10 -3.15 2.68
C -1.40 0.14 3.15
C -2.49 1.00 3.14
C -3.00 1.46 4.35
C -2.46 1.04 5.55
C -1.40 0.15 5.56
C -0.87 -0.30 4.36
As 1.79 0.35 -0.68
C 3.23 -0.47 -1.68
C 4.51 0.02 -1.42
C 5.61 -0.55 -2.03
C 5.43 -1.61 -2.91
C 4.16 -2.10 -3.17
C 3.05 -1.53 -2.56
C 2.01 2.25 -0.89
C 1.39 3.12 0.00
C 1.53 4.49 -0.16
C 2.28 5.00 -1.21
C 2.88 4.13 -2.11
C 2.75 2.76 -1.95
H 2.72 -1.13 1.08
H 3.30 0.52 1.33
H 1.15 1.19 2.36
H 1.52 -0.36 3.08
H 1.15 -2.63 0.18
H 1.44 -5.05 0.47
H 0.11 -6.27 2.16
H -1.55 -5.06 3.54
H -1.85 -2.63 3.26
H -2.94 1.30 2.21
H -3.84 2.13 4.34
H -2.87 1.39 6.49
H -0.98 -0.21 6.49
H -0.05 -1.01 4.38
H 4.66 0.86 -0.74
H 6.60 -0.17 -1.83
H 6.29 -2.06 -3.39
H 4.02 -2.91 -3.86
H 2.06 -1.90 -2.78
H 0.76 2.75 0.80
H 1.03 5.16 0.53
H 2.38 6.07 -1.34
H 3.44 4.52 -2.95
H 3.20 2.09 -2.68
F 0.02 -1.67 -2.92
Sb -0.26 -0.31 -4.27
F -0.54 1.13 -5.44
F 1.07 -1.11 -5.34
F 1.12 0.69 -3.37
F -1.63 -1.30 -5.06
F -1.41 0.41 -2.90
```

Calculated values
Energy = -197608.173 eV
Energy relative to the best compared isomer or geometry (same formula, charge and spin) = 0.0 kJ/mol
Strongest force on any atom = 0.60 eV Å⁻¹
Spin multiplicity = 2
Total charge = 0

=====

No. 2
ORCA calculation (ωB97M-V/def2-TZVPD) on a cluster of 3 separate species, C33H28BClNO9P2 in total at a distorted geometry.

```
75
C33H28BClNO9P2, DFT ωB97M-V/def2-TZVPD
C 1.48 1.97 4.48
C 1.12 3.30 3.78
P -0.30 3.03 2.63
C -1.65 4.09 3.32
C 0.02 3.99 1.03
C -0.48 3.07 -0.13
O -0.11 1.88 -0.07
O -1.19 3.62 -0.98
N 1.45 4.40 0.84
B 1.73 5.76 1.35
O 1.53 6.87 0.58
O 2.16 5.93 2.67
P 2.14 4.00 -0.65
O 3.60 4.71 -0.23
Cl 1.51 5.39 -2.11
H 2.55 1.94 4.69
H 0.94 1.85 5.42
H 1.25 1.13 3.83
H 0.85 4.03 4.54
H 1.99 3.65 3.24
H -2.36 4.23 2.51
H -2.14 3.57 4.14
H -1.31 5.08 3.64
H -0.61 4.88 1.02
H 2.14 7.57 0.78
H 3.09 6.17 2.75
H 4.26 4.32 -0.80
C 0.70 -0.76 1.01
C 1.64 -1.76 1.26
C 1.28 -2.90 1.97
C -0.01 -3.04 2.45
C -0.95 -2.03 2.22
C -0.59 -0.90 1.49
C -2.34 -2.13 2.75
O -3.17 -1.28 2.56
C -2.68 -3.35 3.56
C -3.95 -3.45 4.11
C -4.29 -4.57 4.85
C -3.37 -5.60 5.03
C -2.10 -5.50 4.49
C -1.75 -4.37 3.75
C -0.37 -4.27 3.19
O 0.42 -5.18 3.36
H 0.96 0.13 0.46
H 2.65 -1.65 0.89
H 2.00 -3.68 2.16
H -1.31 -0.11 1.31
H -4.65 -2.65 3.96
H -5.28 -4.65 5.29
H -3.64 -6.48 5.61
H -1.37 -6.28 4.62
C -1.33 1.43 -3.43
C -1.93 1.50 -4.68
C -1.61 0.58 -5.67
C -0.67 -0.41 -5.41
C -0.04 -0.47 -4.16
C -0.38 0.45 -3.17
C 1.00 -1.49 -3.87
O 1.55 -1.57 -2.79
C 1.36 -2.44 -4.97
C 2.36 -3.38 -4.75
C 2.71 -4.27 -5.74
C 2.05 -4.24 -6.97
C 1.05 -3.31 -7.20
C 0.71 -2.40 -6.20
C -0.35 -1.39 -6.48
O -0.92 -1.38 -7.55
H -1.57 2.13 -2.64
H -2.66 2.27 -4.88
H -2.08 0.62 -6.64
H 0.09 0.41 -2.19
H 2.86 -3.39 -3.79
H 3.49 -5.00 -5.57
H 2.32 -4.95 -7.74
H 0.53 -3.27 -8.14
```

Calculated values
Energy = -86377.322 eV
Energy relative to the best compared isomer or geometry (same formula, charge and spin) = 0.0 kJ/mol
Strongest force on any atom = 1.27 eV Å⁻¹
Spin multiplicity = 1
Total charge = -1

=====

Question: Which value of energy does entry 1 give?
Answer: -197608.173 eV